[1]
Here is a molecular structure, C3H3FeO4 in a non-equilibrium geometry from OMol25. Energies are from the ωB97M-V functional and the def2-TZVPD basis.

## Properties
LUMO energy (spin up / spin down) ... -0.365 / -0.471 Eh
Frontier orbital gap (spin up / spin down) ... 11.47 / 8.48 eV
Multiplicity ... 6
Calculated total energy ... -45715.3039 eV
HOMO level (spin up / spin down) ... -21.409 / -21.299 eV
Charge ... +2

Geometry (Å):
H  3.21270  0.28612  1.33903
H  2.56156  1.45525  0.25742
C  2.25147  0.55608  0.84226
O  -1.25368  -1.02510  -1.00554
C  1.16046  0.88717  1.83170
O  1.88327  -0.41646  -0.02200
H  1.34982  1.63148  2.61978
C  -1.43420  -0.82931  -2.15029
Fe  -0.02140  -1.19197  0.48116
O  -1.84317  -0.79055  -3.22417
O  0.06539  0.36692  1.68977

Cartesian forces, eV/Å:
H -0.0266 -0.0215 -0.1101
H 0.0024 -0.0497 0.1505
C 0.3423 0.4369 0.2938
O 0.8836 0.0624 1.3079
C 0.8190 0.8566 -0.0739
O -0.6361 -0.6874 0.0351
H -0.2099 -0.1166 -0.0560
C -2.7025 -0.6779 -3.7095
Fe 0.4698 0.3245 0.0002
O 1.4523 0.4671 1.7844
O -0.3943 -0.5945 0.3775

***

[2]
Here is a molecular structure, C3H3GdO2 in a non-equilibrium geometry from OMol25. Energies are from the ωB97M-V functional and the def2-TZVPD basis.

## Properties
LUMO energy (spin up / spin down) ... -0.353 / -0.394 Eh
Frontier orbital gap (spin up / spin down) ... 9.01 / 6.43 eV
Multiplicity ... 8
Calculated total energy ... -28067.4230 eV
HOMO level (spin up / spin down) ... -18.624 / -17.148 eV
Charge ... +2

Geometry (Å):
O  -2.08936  0.12574  -1.61049
C  -2.53984  0.57415  -0.64011
H  0.80883  1.60142  1.24370
C  1.12461  0.58409  1.00924
C  0.18676  -0.34739  0.68606
H  2.19643  0.45247  0.84262
Gd  -0.12425  -1.01246  -2.53381
O  0.66940  -0.94056  -0.42669
H  -0.23259  -1.03746  1.42948

Cartesian forces, eV/Å:
O -1.0676 0.9563 1.8927
C 0.5543 -0.6835 -1.7114
H 0.1660 -0.0842 0.7655
C 0.4547 3.6084 1.0030
C 3.6960 -4.3237 -1.8122
H -0.3337 -0.2002 -0.3311
Gd 0.7669 -0.4559 0.2183
O -2.6523 0.4194 0.1676
H -1.5844 0.7634 -0.1925

***

[3]
Here is 2 unconnected molecules or ions with the total composition C3H3INO3 in a non-equilibrium geometry from OMol25. Energies are from the ωB97M-V functional and the def2-TZVPD basis.

## Properties
LUMO energy ... 0.105 Eh
Frontier orbital gap ... 7.18 eV
Multiplicity ... 1
Calculated total energy ... -18891.6165 eV
HOMO level ... -4.319 eV
Charge ... -1

Geometry (Å):
I  -3.26617  -1.02055  -0.11215
C  -3.08972  2.00222  0.33360
H  1.75462  0.08608  0.07692
H  0.63547  -0.77896  1.66863
O  -3.31424  2.84336  1.16085
C  0.57386  0.37575  0.19734
H  -1.31944  1.03828  -0.41800
N  -0.04830  -0.26716  1.06014
C  -2.59874  0.89436  -0.37725
O  0.14586  1.22295  -0.65577
O  -3.37633  1.92162  -1.00046

Cartesian forces, eV/Å:
I -0.6639 -0.9317 -0.0413
C -1.2761 1.5617 0.2981
H -1.7614 0.8768 0.1238
H -1.0079 0.4267 -0.9744
O 0.2725 -1.0430 -0.4544
C 4.3871 0.7493 -2.7821
H -1.7724 -0.4925 -0.9435
N -1.0682 -1.8504 3.4641
C 4.0876 -0.0068 1.5526
O -0.2661 -0.3149 0.4548
O -0.9313 1.0248 -0.6980